# 1
ORCA calculation (wB97M-V/def2-TZVPD) on a molecular structure, CaF10N5O20S10 in a non-equilibrium geometry.

CARTESIAN COORDINATES (ANGSTROEM)
Ca 17.99 -18.90 14.84
N 18.35 -21.05 15.10
S 19.44 -22.11 14.94
O 19.58 -22.64 13.55
O 19.84 -22.88 16.15
F 20.65 -21.00 14.97
S 17.19 -22.26 15.45
O 16.94 -22.73 16.82
O 16.84 -23.12 14.35
F 15.90 -21.27 15.32
N 17.98 -18.53 12.69
S 17.90 -19.81 11.57
O 18.94 -20.80 11.51
O 17.06 -19.65 10.37
F 16.91 -20.65 12.62
S 17.82 -17.36 11.71
O 16.52 -16.65 11.70
O 18.70 -17.39 10.59
F 18.64 -16.37 12.66
N 14.66 -16.31 13.98
S 14.43 -17.99 14.27
O 13.18 -18.57 14.67
O 15.72 -18.71 14.55
F 14.42 -18.36 12.70
S 14.47 -16.16 15.44
O 15.56 -16.65 16.31
O 13.19 -16.20 16.03
F 14.87 -14.61 15.41
N 15.96 -20.54 19.12
S 17.23 -19.45 18.57
O 17.95 -18.49 19.35
O 17.20 -19.22 17.15
F 18.30 -20.71 18.61
S 15.14 -19.25 19.26
O 14.51 -18.56 18.19
O 15.25 -18.56 20.57
F 13.89 -20.12 19.64
N 18.88 -17.26 16.05
S 20.47 -17.16 16.56
O 20.84 -16.34 17.73
O 21.42 -17.39 15.46
F 20.48 -18.66 17.21
S 18.66 -15.73 16.02
O 19.73 -14.80 15.54
O 17.86 -15.24 17.12
F 17.65 -15.75 14.79

The expectation value of S² is 0.76. The value obtained for the largest force on an atom is 11.71 eV Å⁻¹. Its charge is -2. Its multiplicity is 2. The value obtained for the lowest unoccupied orbital energy (alpha / beta) is 0.0273 / -0.0787 Ha. The calculation puts the HOMO-LUMO gap (alpha / beta) at 6.25 / 3.37 eV.

Here are the natural (NBO) charges for atoms 1 to 4, given in e:
1 Ca 1.79
2 N -1.20
3 S 2.36
4 O -0.84

***

# 2
ORCA calculation (wB97M-V/def2-TZVPD) on a molecular structure, CaH2N7O22 in a non-equilibrium geometry.

CARTESIAN COORDINATES (ANGSTROEM)
Ca -0.06 -0.30 0.28
N -1.65 -0.14 -2.93
O -1.38 -0.66 -3.96
O -0.97 -0.38 -1.96
O -2.68 0.56 -2.84
N 1.85 2.09 2.59
O 1.10 2.63 3.36
O 1.39 1.23 1.88
O 3.11 2.25 2.50
N -2.11 2.67 -0.06
O -2.99 3.05 0.71
O -2.08 2.96 -1.24
O -1.20 1.97 0.40
N 0.24 -3.59 -1.33
O 0.23 -4.81 -1.04
O 0.88 -3.23 -2.29
O -0.23 -2.73 -0.55
N 1.68 2.12 -1.88
O 2.83 2.16 -2.34
O 0.89 2.95 -2.37
O 1.37 1.31 -1.04
N 3.29 -1.54 0.04
O 4.04 -2.05 0.90
O 2.15 -1.35 0.37
O 3.73 -1.03 -0.99
N -3.37 -0.33 1.42
O -4.54 -0.33 1.05
O -2.54 -0.74 0.65
O -3.04 0.08 2.54
O -0.03 -1.45 2.35
H -0.39 -1.15 3.19
H 0.47 -2.23 2.57

The value obtained for the largest force on an atom is 5.86 eV Å⁻¹. Its charge is -5. The value obtained for the lowest unoccupied orbital energy is 0.3994 Ha. The calculation puts the HOMO-LUMO gap at 5.13 eV.

Here are the natural (NBO) charges for atoms 1 to 4, given in e:
1 Ca 1.82
2 N 0.75
3 O -0.57
4 O -0.58

***

# 3
ORCA calculation (wB97M-V/def2-TZVPD) on a molecular structure, CaH2O in a non-equilibrium geometry.

CARTESIAN COORDINATES (ANGSTROEM)
O 2.45 -3.50 1.58
H 2.00 -4.00 2.30
H 3.36 -3.88 1.54
Ca 0.00 0.00 0.00

The value obtained for the largest force on an atom is 1.00 eV Å⁻¹. Its charge is +2. The value obtained for the lowest unoccupied orbital energy is -0.4468 Ha. The calculation puts the HOMO-LUMO gap at 5.57 eV.

Atomic charges from the natural (NBO) analysis, expressed in e, are listed below:
1 O -0.99
2 H 0.49
3 H 0.50
4 Ca 2.00

***

# 4
ORCA calculation (wB97M-V/def2-TZVPD) on a molecular structure, Cd2H24O16P in a non-equilibrium geometry.

CARTESIAN COORDINATES (ANGSTROEM)
Cd -1.72 1.15 6.30
Cd 2.10 3.18 9.01
P -0.11 2.48 7.81
O -1.56 2.79 7.33
O 0.29 2.49 9.33
O 1.12 3.33 7.28
O 0.05 1.08 7.21
O 1.82 -0.37 5.88
H 1.26 0.16 6.46
H 1.92 0.17 5.09
O 0.31 1.04 11.42
H 0.36 1.66 10.68
H 0.02 1.58 12.16
O -0.79 2.26 4.73
H 0.16 2.20 4.65
H -1.04 2.98 4.16
O -1.82 5.29 7.20
H -1.69 4.34 7.16
H -2.29 5.43 8.02
O 0.80 5.27 5.61
H 0.92 4.48 6.15
H -0.03 5.64 5.91
O -1.74 3.59 10.87
H -2.43 3.05 10.49
H -0.98 3.43 10.33
O 1.42 4.97 9.90
H 1.13 5.67 9.31
H 1.61 5.40 10.73
O -2.61 0.00 7.96
H -2.70 0.44 8.80
H -2.65 -0.93 8.17
O 2.25 2.39 5.15
H 2.98 2.92 4.81
H 2.00 2.83 5.96
O -3.71 2.84 8.81
H -2.94 2.82 8.25
H -4.45 2.88 8.21
O 0.67 -0.88 8.72
H 0.47 -0.16 8.12
H 0.54 -1.67 8.20
O 3.70 4.19 8.20
H 3.42 4.98 7.75
H 4.65 4.29 8.31

The expectation value of S² is 0.76. The value obtained for the largest force on an atom is 7.21 eV Å⁻¹. Its charge is +2. Its multiplicity is 2. The value obtained for the lowest unoccupied orbital energy (alpha / beta) is -0.2765 / -0.4773 Ha. The calculation puts the HOMO-LUMO gap (alpha / beta) at 8.67 / 3.19 eV.

Here are the natural (NBO) charges for atoms 1 to 4, given in e:
1 Cd 1.83
2 Cd 1.80
3 P 2.58
4 O -1.26

***

# 5
ORCA calculation (wB97M-V/def2-TZVPD) on a molecular structure, Cd2I2N5O15 in a non-equilibrium geometry.

CARTESIAN COORDINATES (ANGSTROEM)
Cd -11.70 2.81 -0.95
Cd -14.84 1.23 -1.82
I -15.45 3.66 -2.52
I -16.13 3.70 1.42
N -12.59 4.19 5.71
O -17.48 2.87 2.78
O -13.01 3.10 5.61
O -12.25 5.34 5.57
N -10.37 -2.22 1.70
O -9.68 -1.77 0.81
O -10.64 -3.41 1.68
O -10.96 -1.47 2.49
N -15.68 -0.97 -0.46
O -16.19 -0.42 -1.61
O -14.42 -0.87 -0.38
O -16.34 -1.47 0.28
N -12.31 5.18 0.05
O -13.26 4.41 0.14
O -12.19 6.28 0.44
O -11.22 4.73 -0.46
N -11.28 0.57 -2.45
O -10.42 1.33 -1.76
O -10.95 0.01 -3.48
O -12.42 0.42 -1.88

The value obtained for the largest force on an atom is 8.92 eV Å⁻¹. Its charge is -3. The value obtained for the lowest unoccupied orbital energy is 0.1702 Ha. The calculation puts the HOMO-LUMO gap at 1.80 eV.

Here are the natural (NBO) charges for atoms 1 to 4, given in e:
1 Cd 1.37
2 Cd 1.37
3 I -0.70
4 I 0.07

***

# 6
ORCA calculation (wB97M-V/def2-TZVPD) on a molecular structure, Cl13Na9O40 in a non-equilibrium geometry.

CARTESIAN COORDINATES (ANGSTROEM)
Na 3.08 0.62 -2.71
Na -0.17 -5.43 1.07
Na 0.21 -2.40 -1.01
Na -3.45 0.15 1.11
Na -7.58 2.07 5.45
Na 4.84 2.67 -0.21
Na 1.13 3.44 1.23
Na -0.27 1.21 -1.61
Na -1.93 -0.76 -4.02
Cl 0.86 -0.51 -3.42
Cl -9.13 3.32 6.96
Cl -1.90 -0.66 -1.11
Cl 1.92 4.02 -2.03
O 0.82 3.18 -1.45
O 1.63 5.44 -2.29
O 3.09 3.92 -1.12
O 2.27 3.31 -3.27
Cl -6.84 1.77 2.23
O -5.77 1.18 1.47
O -6.59 3.12 2.57
O -8.05 1.66 1.43
O -7.04 0.98 3.43
Cl -2.73 1.70 -5.50
O -3.27 0.37 -5.78
O -3.78 2.63 -5.69
O -2.20 1.69 -4.14
O -1.62 1.89 -6.39
Cl 2.59 0.08 0.33
O 2.26 -1.14 -0.41
O 1.40 0.99 0.53
O 3.12 -0.19 1.62
O 3.56 0.84 -0.49
Cl 0.35 -6.75 4.05
O -0.05 -7.82 3.16
O 0.64 -5.61 3.18
O -0.62 -6.49 5.06
O 1.59 -7.13 4.69
Cl -1.54 2.64 2.58
O -2.77 2.91 3.18
O -0.51 2.40 3.51
O -1.74 1.46 1.71
O -1.20 3.72 1.68
Cl 1.11 -5.57 -1.99
O 1.15 -4.70 -0.76
O 0.26 -6.70 -1.67
O 0.65 -4.78 -3.01
O 2.41 -6.01 -2.27
Cl 6.45 1.76 -3.30
O 6.42 3.08 -3.83
O 6.52 1.90 -1.80
O 5.34 0.92 -3.76
O 7.62 1.10 -3.76
Cl 4.00 3.75 2.91
O 5.07 4.39 3.57
O 4.56 2.67 2.03
O 3.10 3.16 3.86
O 3.31 4.66 2.03
Cl -2.56 -4.05 0.39
O -3.42 -3.25 1.31
O -3.06 -3.89 -0.92
O -1.04 -3.56 0.54
O -2.52 -5.35 0.83

The value obtained for the largest force on an atom is 6.89 eV Å⁻¹. Its charge is -4. The value obtained for the lowest unoccupied orbital energy is 0.1809 Ha. The calculation puts the HOMO-LUMO gap at 7.84 eV.

Here are the natural (NBO) charges for atoms 1 to 4, given in e:
1 Na 0.93
2 Na 0.94
3 Na 0.93
4 Na 0.97

***

# 7
ORCA calculation (wB97M-V/def2-TZVPD) on Cl2 in the gas phase in a non-equilibrium geometry.

CARTESIAN COORDINATES (ANGSTROEM)
Cl 0.39 -0.19 0.87
Cl -0.39 0.19 -0.87

The value obtained for the largest force on an atom is 1.32 eV Å⁻¹. Its charge is 0. The value obtained for the lowest unoccupied orbital energy is -0.0200 Ha. The calculation puts the HOMO-LUMO gap at 10.32 eV.

Atomic charges from the natural (NBO) analysis, expressed in e, are listed below:
1 Cl 0.00
2 Cl 0.00

***

# 8
ORCA calculation (wB97M-V/def2-TZVPD) on a molecular structure, Cl2FHSi in a non-equilibrium geometry.

CARTESIAN COORDINATES (ANGSTROEM)
F 0.51 0.90 1.32
Si 0.23 0.21 -0.09
Cl -1.21 -2.24 0.26
Cl -1.14 1.25 -0.98
H 1.61 -0.12 -0.52

The value obtained for the largest force on an atom is 3.32 eV Å⁻¹. Its charge is 0. The value obtained for the lowest unoccupied orbital energy is -0.0460 Ha. The calculation puts the HOMO-LUMO gap at 8.98 eV.

Here are the natural (NBO) charges for atoms 1 to 4, given in e:
1 F -0.65
2 Si 1.68
3 Cl -0.58
4 Cl -0.30

***

# 9
ORCA calculation (wB97M-V/def2-TZVPD) on a molecular structure, Cl2FN3O9Pt in a non-equilibrium geometry.

CARTESIAN COORDINATES (ANGSTROEM)
Pt 0.78 -0.81 0.16
N -3.05 -1.44 0.41
O -3.30 -2.65 0.18
O -2.05 -0.91 -0.08
O -3.87 -0.79 1.10
N -0.23 1.49 2.01
O 0.79 0.74 1.85
O -0.18 2.65 1.58
O -1.19 1.05 2.63
N 1.85 1.48 -2.55
O 1.96 2.72 -2.51
O 2.23 0.81 -3.52
O 1.29 0.90 -1.59
F 0.36 -2.40 1.50
Cl 3.66 -0.50 0.59
Cl 0.96 -2.34 -1.77

The expectation value of S² is 2.00. The value obtained for the largest force on an atom is 2.24 eV Å⁻¹. Its charge is -4. Its multiplicity is 3. The value obtained for the lowest unoccupied orbital energy (alpha / beta) is 0.3713 / 0.3710 Ha. The calculation puts the HOMO-LUMO gap (alpha / beta) at 5.36 / 6.20 eV.

Here are the natural (NBO) charges for atoms 1 to 4, given in e:
1 Pt 1.36
2 N 0.72
3 O -0.60
4 O -0.50